# C46H40CrN3O3SSb2

A molecular structure, C46H40CrN3O3SSb2 (ωB97M-V with the def2-TZVPD basis set, the OMol25 dataset).

Geometry as ORCA input:
```
! wB97M-V def2-TZVPD RIJCOSX def2/J DEFGRID3
* xyz -1 5
Cr -0.90304 -0.00005 -0.04430
O -3.91316 -0.17622 3.30754
C -3.42275 -1.27282 3.90798
C -4.09112 -1.73825 5.04492
C -3.64254 -2.85747 5.71424
C -2.51685 -3.54548 5.26879
C -1.85572 -3.09293 4.14526
C -2.28759 -1.96258 3.44685
C -1.55584 -1.50129 2.24575
O -1.93027 -0.39480 1.68949
N -0.56726 -2.25407 1.81420
N 0.06326 -1.63444 0.75189
C 0.90437 -2.31619 0.07562
C 1.67648 -1.69732 -1.00943
C 2.15492 -2.47024 -1.99830
C 2.83221 -1.91942 -3.16488
C 3.18265 -0.62838 -3.19232
C 2.99999 0.21222 -1.98659
C 1.88832 -0.18717 -0.96567
O 0.72582 0.51376 -1.04303
H -3.31730 0.01626 2.54039
H -4.96419 -1.19143 5.37592
H -4.17429 -3.19932 6.59437
H -2.16286 -4.42209 5.79509
H -0.97965 -3.60381 3.77157
H 1.04969 -3.37121 0.30993
H 1.96560 -3.53975 -1.97952
H 3.00479 -2.57177 -4.01211
H 3.63121 -0.19872 -4.08062
H 2.87640 1.26903 -2.22011
C 0.76013 3.66046 2.05491
C 0.76376 4.11806 0.60014
C -0.37225 3.46573 -0.15811
Sb -0.60251 3.69776 -2.27860
C 1.39636 3.42365 -3.02500
C 2.54599 4.03073 -2.52553
C 3.78034 3.82334 -3.12283
C 3.88246 3.02519 -4.25406
C 2.74473 2.43070 -4.77593
C 1.51777 2.62105 -4.15584
C -0.44317 5.85045 -2.18246
C -1.20157 6.54840 -1.24523
C -1.17246 7.93395 -1.18407
C -0.38265 8.65136 -2.07014
C 0.37144 7.97097 -3.01378
C 0.33742 6.58480 -3.06690
Sb 1.30574 1.58224 2.40990
C 2.81631 1.41223 0.89650
C 2.93658 0.10270 0.19740
C 4.06096 0.04307 -0.86310
C 5.11776 1.08642 -0.80065
C 4.93411 2.19390 -0.07939
C 3.74352 2.36505 0.74731
C 2.72799 1.92044 3.99606
C 3.05339 0.81046 4.76991
C 4.00658 0.88795 5.77570
C 4.64484 2.09116 6.03304
C 4.32335 3.20865 5.27860
C 3.37575 3.11919 4.26979
H -0.25768 3.74033 2.44876
H 1.38615 4.29755 2.68368
H 1.71558 3.86919 0.12891
H 0.66650 5.20984 0.56501
H -1.34056 3.78205 0.24420
H -0.33933 2.38254 -0.02216
H 2.48301 4.68344 -1.66380
H 4.66533 4.28871 -2.70590
H 4.84626 2.86883 -4.72332
H 2.81136 1.80662 -5.65892
H 0.63964 2.12856 -4.56091
H -1.82604 6.00757 -0.54142
H -1.76721 8.45284 -0.44164
H -0.35531 9.73300 -2.02476
H 0.99288 8.51971 -3.71135
H 0.94326 6.07230 -3.80616
H 2.96999 -0.69616 0.95009
H 4.49777 -0.95671 -0.92393
H 6.02273 0.94982 -1.38195
H 5.68213 2.97825 -0.06488
H 3.67288 3.29186 1.31077
H 2.55132 -0.13537 4.59173
H 4.24544 0.00803 6.36055
H 5.38678 2.15884 6.81920
H 4.81386 4.15476 5.47380
H 3.15228 4.00704 3.69042
S -3.15458 1.36134 -0.82189
C -2.89552 0.27299 -2.13882
C -3.61837 0.29969 -3.34245
C -3.27938 -0.57020 -4.35479
C -2.22053 -1.46708 -4.18294
C -1.56032 -1.44294 -2.96915
N -1.89912 -0.62305 -1.97719
H -4.41653 1.01844 -3.46022
H -3.82659 -0.54767 -5.28975
H -1.91846 -2.14757 -4.96552
H -0.71576 -2.09524 -2.77068
*
```

As for the strongest force on any atom: 0.49 eV Å⁻¹. Its expectation value of S² is 6.021.

=====

# C46H40IrN4OPSi

A molecular structure, C46H40IrN4OPSi (ωB97M-V with the def2-TZVPD basis set, the OMol25 dataset).

Geometry as ORCA input:
```
! wB97M-V def2-TZVPD RIJCOSX def2/J DEFGRID3
* xyz 3 2
Ir -0.15781 1.55614 0.60643
C 4.93813 -8.79894 -6.82004
O 5.53375 -7.61299 -6.22438
C 4.83857 -6.76333 -5.54082
C 5.56302 -5.64955 -5.01954
C 4.91923 -4.70543 -4.29136
C 3.52320 -4.81559 -4.03851
C 2.81033 -5.92670 -4.55969
C 3.43821 -6.88413 -5.29502
C 2.89170 -3.78859 -3.26530
N 3.53471 -2.72222 -2.79974
C 2.61260 -1.99943 -2.13773
C 1.36630 -2.62025 -2.18519
N 1.55962 -3.75560 -2.90712
C 0.19324 -2.06492 -1.57115
C -1.09060 -2.62461 -1.57498
C -2.11613 -1.95705 -0.94382
C -1.86122 -0.73719 -0.32435
N -0.64291 -0.19656 -0.30411
C 0.38176 -0.84552 -0.90715
C 1.67851 -0.20915 -0.81867
N 1.73716 0.93949 -0.10079
C 2.89104 1.59568 -0.04879
C 4.04910 1.13026 -0.67075
C 4.01421 -0.06090 -1.35927
C 2.79926 -0.75116 -1.44330
H 5.76047 -9.29902 -7.31632
H 4.18140 -8.49903 -7.54171
H 4.52536 -9.42861 -6.03487
H 6.62293 -5.59712 -5.22878
H 5.44996 -3.85461 -3.88950
H 1.74717 -6.02825 -4.38422
H 2.88773 -7.72489 -5.69023
H 0.86665 -4.45296 -3.12342
H -1.28593 -3.56760 -2.06906
H -3.11984 -2.35664 -0.92663
H -2.64781 -0.17855 0.16518
H 2.89771 2.51627 0.51852
H 4.95945 1.70670 -0.58889
H 4.89668 -0.46308 -1.83868
C -2.29590 5.13949 -3.04236
C -2.90069 5.62962 -1.88938
C -2.88599 4.87872 -0.72686
C -2.26007 3.63130 -0.71477
C -1.66045 3.14147 -1.87472
C -1.67680 3.89829 -3.03778
P -2.21774 2.66205 0.79985
C -1.43360 3.68062 2.06707
C -1.93276 4.23686 3.23222
C -1.04850 4.83189 4.12282
C 0.32047 4.85426 3.87435
C 0.83426 4.26034 2.73345
C -0.04464 3.66293 1.83470
C -3.89818 2.17352 1.16913
C -4.80374 2.04622 0.11109
C -6.10320 1.63717 0.36649
C -6.50493 1.36485 1.66727
C -5.60899 1.50323 2.72031
C -4.30572 1.90242 2.47678
H -2.31170 5.72913 -3.94908
H -3.38348 6.59726 -1.90012
H -3.35670 5.26386 0.17049
H -1.19722 2.15752 -1.88112
H -1.21542 3.51927 -3.93968
H -2.99370 4.21812 3.44397
H -1.43204 5.29540 5.02241
H 0.98375 5.34669 4.57256
H 1.89518 4.30359 2.52472
H 0.35693 3.45067 0.80048
H -4.50381 2.28028 -0.90265
H -6.80689 1.54773 -0.44999
H -7.52383 1.05885 1.86357
H -5.93285 1.31315 3.73510
H -3.61856 2.03056 3.30209
C 0.56830 -1.35789 2.34889
Si 0.52592 0.48158 2.70038
C 2.22601 1.04019 3.22129
C -0.69265 0.81428 4.05405
C -0.33533 1.57031 5.17533
C -1.18319 1.66169 6.27003
C -2.39702 0.98982 6.26501
C -2.76235 0.21870 5.16799
C -1.91539 0.13291 4.07354
H 0.87016 -1.85538 3.27517
H 1.29313 -1.63781 1.58418
H -0.41324 -1.75487 2.08627
H 2.51138 0.42318 4.07968
H 2.25658 2.07769 3.55057
H 2.99045 0.88487 2.46386
H 0.61560 2.08871 5.20756
H -0.88787 2.24005 7.13569
H -3.05100 1.04901 7.12514
H -3.69919 -0.32428 5.17805
H -2.19966 -0.49447 3.22864
*
```

As for the strongest force on any atom: 0.54 eV Å⁻¹. Its expectation value of S² is 0.788.

=====

# C46H41BN7O9STi

A molecular structure, C46H41BN7O9STi at a distorted geometry (ωB97M-V with the def2-TZVPD basis set, the OMol25 dataset).

Geometry as ORCA input:
```
! wB97M-V def2-TZVPD RIJCOSX def2/J DEFGRID3
* xyz 1 1
Ti -0.24672 1.25505 0.11004
N -4.13521 -1.34453 9.68716
C -3.57813 -0.90058 8.78684
C -2.87892 -0.34619 7.65831
C -3.53899 -0.19614 6.44167
C -2.87012 0.34400 5.35757
C -1.54010 0.71066 5.49912
C -0.87152 0.56421 6.70431
C -1.54761 0.03928 7.79128
N -0.84526 1.24942 4.37398
C 0.03274 2.31568 4.36793
C 0.40375 2.48743 3.07727
N -0.22670 1.53984 2.28741
C -0.96660 0.81883 3.11109
H -4.57616 -0.48713 6.35289
H -3.38714 0.49992 4.41945
H 0.17131 0.83816 6.79091
H -1.04445 -0.08502 8.73974
H 0.27166 2.86239 5.26226
H 1.05047 3.23371 2.65489
H -1.56950 -0.02653 2.83073
N 6.76883 -0.72551 -0.99415
C 6.30600 0.03289 0.01076
S 7.28537 0.75838 1.10339
C 4.81167 0.19979 0.05223
C 3.99458 -0.03383 -1.04812
C 2.63029 0.16705 -0.94079
N 2.04557 0.58392 0.18522
C 2.82798 0.78629 1.25218
C 4.19666 0.61770 1.22657
H 7.76241 -0.87956 -1.05047
H 6.17060 -1.28642 -1.57380
H 4.38038 -0.33925 -2.01074
H 1.97725 -0.01260 -1.78293
H 2.33311 1.09210 2.16341
H 4.79510 0.80378 2.10671
C -4.42469 4.83424 -1.13461
C -3.02408 4.75380 -1.28341
C -2.34766 3.64312 -0.86501
C -3.01732 2.53711 -0.27692
C -2.32570 1.35937 0.16487
C -3.08405 0.31086 0.64270
C -4.49122 0.38141 0.74533
C -5.14486 1.51679 0.36887
C -4.42745 2.61840 -0.15739
C -5.10518 3.78668 -0.58752
H -4.95277 5.71780 -1.46676
H -2.48868 5.57481 -1.74467
H -1.27698 3.59285 -1.01621
H -2.61494 -0.61806 0.94729
H -5.04470 -0.47237 1.11544
H -6.22322 1.58653 0.44661
H -6.18271 3.82746 -0.48308
C 1.06477 5.47707 0.03350
C 1.38132 4.06817 -0.34872
C 2.36752 3.81564 -1.43113
O 0.82589 3.14926 0.25322
H 1.72090 6.19737 -0.44729
H 1.10879 5.58266 1.11750
H 0.03014 5.67354 -0.26285
H 2.11900 4.40922 -2.31457
H 2.42767 2.75979 -1.67785
H 3.34088 4.18294 -1.09085
C 2.41324 -6.67778 -1.10422
C 0.96406 -6.73377 -0.60111
C 0.02448 -7.00269 -1.78472
C 0.84460 -7.89598 0.38390
C 0.59523 -5.39256 0.03536
C 0.15399 -5.28804 1.35478
C -0.19828 -4.07035 1.94035
C -0.08913 -2.95658 1.14880
O -0.36695 -1.62874 1.45028
B -0.08201 -0.92271 0.28544
O 0.36618 -1.77182 -0.71366
C 0.34917 -3.03891 -0.15786
C 0.69343 -4.23043 -0.74298
H 2.69361 -7.63715 -1.54273
H 3.10280 -6.46300 -0.28564
H 2.54732 -5.91320 -1.87082
H 0.27470 -7.95679 -2.25233
H 0.10316 -6.22692 -2.54763
H -1.01491 -7.04654 -1.45530
H 1.12913 -8.82238 -0.11650
H -0.17761 -8.01950 0.74558
H 1.50423 -7.76931 1.24441
H 0.07435 -6.17807 1.96083
H -0.54114 -4.01444 2.96432
H 1.01974 -4.26013 -1.77368
O -1.53179 -0.10882 -2.50182
C -0.75297 0.77743 -2.71771
O -0.06274 1.42385 -1.76052
C -0.43169 1.25389 -4.10165
C 0.25329 2.44072 -4.30548
C 0.50320 2.85645 -5.59793
C 0.10472 2.13522 -6.70521
C -0.57146 0.95486 -6.45931
C -0.85760 0.49847 -5.18826
N -1.01107 0.14625 -7.62202
O -1.48312 -0.94304 -7.38446
O -0.74344 0.57730 -8.72121
N 1.23209 4.12769 -5.79777
O 1.35244 4.52802 -6.92938
O 1.52977 4.75750 -4.79773
H 0.57918 3.03966 -3.47315
H 0.30605 2.47225 -7.71060
H -1.40153 -0.42357 -5.04148
*
```

As for the strongest force on any atom: 1.17 eV Å⁻¹.

=====

# C46H41N4O7Sn

A molecular structure, C46H41N4O7Sn at a distorted geometry (ωB97M-V with the def2-TZVPD basis set, the OMol25 dataset).

Geometry as ORCA input:
```
! wB97M-V def2-TZVPD RIJCOSX def2/J DEFGRID3
* xyz 1 1
Sn 0.78142 0.09949 -0.48286
O 0.84973 -1.52968 0.60268
C -0.03673 -2.34728 1.40874
C -1.15437 -2.98251 0.53321
C -2.31157 -1.97026 0.36574
C -3.62170 -2.41647 0.62017
C -4.63983 -1.46959 0.52986
C -4.38361 -0.10592 0.39157
C -2.99257 0.24095 0.20315
C -2.63261 1.70173 0.26691
C -1.55232 2.18601 -0.65660
O -0.34547 1.65031 -0.15218
C -1.95710 1.89943 -2.07165
C -0.99927 2.06651 -3.05623
C -1.29101 1.87272 -4.37164
C -2.53271 1.33645 -4.67534
C -3.53550 1.25407 -3.73989
C -3.27838 1.63769 -2.43389
C -1.40700 3.70694 -0.43683
C -1.82356 4.63349 -1.44170
C -1.63963 6.00327 -1.19589
C -1.14729 6.38999 0.03725
C -0.77069 5.55692 1.05820
C -0.99191 4.19890 0.86941
N -2.00917 -0.66464 0.12045
C 0.87553 -3.39199 2.05177
C 1.54719 -3.18128 3.25232
C 2.43499 -4.07051 3.82533
C 2.64607 -5.32450 3.23185
C 2.00820 -5.56071 2.01389
C 1.13270 -4.60661 1.44170
C -0.77571 -1.63527 2.54981
C -1.58545 -2.53870 3.28194
C -2.25217 -2.10696 4.38325
C -1.99659 -0.86427 4.95202
C -1.18335 0.02258 4.21396
C -0.59331 -0.39576 3.03896
H -0.66666 -3.15745 -0.42017
H -1.51835 -3.93777 0.87512
H -3.86842 -3.44553 0.87016
H -5.66348 -1.71862 0.66210
H -5.13822 0.63518 0.52595
H -3.53721 2.26966 0.04575
H -2.30817 1.87930 1.31222
H -0.03861 2.34574 -2.74173
H -0.50152 1.97130 -5.07885
H -2.71597 1.07836 -5.69150
H -4.51198 0.90610 -3.96779
H -4.04670 1.47360 -1.72003
H -2.19285 4.24525 -2.37453
H -1.90266 6.80474 -1.88160
H -1.03145 7.46268 0.19461
H -0.30497 5.91599 1.93511
H -0.63647 3.50664 1.61725
H 1.36280 -2.25752 3.77866
H 2.89280 -3.77327 4.75105
H 3.39629 -5.94663 3.69276
H 2.17887 -6.40747 1.41496
H 0.70623 -4.86586 0.47791
H -1.69862 -3.51973 2.89302
H -2.91309 -2.79512 4.91193
H -2.42460 -0.55670 5.91908
H -0.97541 1.02300 4.59742
H 0.02854 0.31803 2.53075
O 2.74824 -1.16307 -0.92599
C 3.50024 -2.05248 -0.09185
C 4.33605 -1.27978 0.88675
C 3.49360 -0.49823 1.93284
C 3.40528 0.91038 1.47782
C 4.50568 1.69547 1.76072
C 4.53973 2.99870 1.38377
C 3.41780 3.54959 0.74292
C 2.42653 2.69041 0.34602
N 2.40255 1.35955 0.68946
H 3.37495 -0.62283 -1.38879
H 4.14513 -2.66959 -0.76107
H 2.78133 -2.64751 0.38949
H 4.95768 -0.53368 0.41140
H 5.08786 -1.90788 1.40164
H 3.97593 -0.50601 2.91831
H 2.49084 -0.93400 2.05854
H 5.33794 1.25572 2.29764
H 5.47982 3.55420 1.56117
H 3.35347 4.55637 0.34724
H 1.59718 2.96686 -0.26409
O 0.92475 0.08556 -6.33922
C 0.28119 -0.98682 -5.89964
O -0.42092 -1.68812 -6.58897
C 0.20009 -1.26177 -4.41071
C -0.99029 -1.74307 -3.93895
N -1.07002 -1.43970 -2.63356
N -0.01179 -0.76254 -2.21634
C 0.80839 -0.64923 -3.27090
C 1.85516 0.43762 -3.13388
O 2.47458 0.70277 -4.15208
O 1.90553 1.11661 -2.03925
H 1.59553 0.39502 -5.68611
H -1.82127 -2.12996 -4.48383
H -1.89412 -1.54701 -2.03953
*
```

As for the strongest force on any atom: 3.41 eV Å⁻¹.

=====

# C46H42BrN9O2Pb

A molecular structure, C46H42BrN9O2Pb (ωB97M-V with the def2-TZVPD basis set, the OMol25 dataset).

Geometry as ORCA input:
```
! wB97M-V def2-TZVPD RIJCOSX def2/J DEFGRID3
* xyz 0 1
Pb 1.02855 0.68936 1.00452
Br -4.14397 1.64070 6.62743
C -3.05560 1.77375 5.07157
C -3.66271 1.94712 3.81437
C -2.88453 2.07305 2.69982
C -1.45075 2.00047 2.73270
O -0.78921 2.21516 1.66763
C -0.86597 1.75403 4.03080
C 0.53322 1.57150 4.31809
N 1.44674 1.10275 3.54136
C 2.75138 0.86883 4.01385
C 3.07669 0.69284 5.33918
C 4.40242 0.46273 5.75765
C 5.41889 0.39079 4.85313
C 5.13445 0.52288 3.47456
C 6.13966 0.45059 2.48272
C 5.81263 0.56739 1.16545
C 4.45727 0.72921 0.82276
N 3.50635 0.80343 1.71567
C 3.80433 0.73322 3.04347
C -1.70062 1.71254 5.17493
H -4.74192 1.99553 3.74256
H -3.33079 2.24265 1.72693
H 0.80370 1.83311 5.34743
H 2.29766 0.71711 6.08989
H 4.60400 0.34286 6.81440
H 6.44032 0.22053 5.17266
H 7.16702 0.29558 2.79131
H 6.56561 0.53317 0.38982
H 4.14012 0.78123 -0.21656
H -1.24479 1.59314 6.15188
C 3.65345 -3.33720 -4.99155
C 3.02021 -2.31924 -4.07749
C 2.74776 -1.01967 -4.49703
C 2.21368 -0.08899 -3.63440
C 1.87070 -0.36765 -2.28929
N 1.38126 0.62729 -1.46692
C 0.59367 1.61765 -2.03273
C -0.44237 1.30145 -2.93672
C -1.32163 2.24297 -3.42616
C -1.24224 3.58035 -3.03746
C -2.24622 4.60571 -3.49820
C -0.23629 3.91465 -2.15216
C 0.67348 2.97374 -1.66882
N 1.67861 3.48217 -0.77527
C 2.34879 4.64472 -0.92045
C 3.02055 4.88858 0.25442
C 2.68917 3.80391 1.08091
N 1.88135 2.96563 0.45069
C 2.13284 -1.69812 -1.88764
C 2.71199 -2.61738 -2.76538
N 1.80448 -2.24967 -0.59435
C 1.27867 -3.48398 -0.39946
C 1.35040 -3.75733 0.94407
C 1.95803 -2.61907 1.49853
N 2.21298 -1.70762 0.56849
H 3.45279 -3.09751 -6.03592
H 3.26932 -4.33956 -4.79569
H 4.73815 -3.36958 -4.86094
H 2.97720 -0.72654 -5.51684
H 2.04057 0.91765 -3.99108
H -0.54881 0.26494 -3.23547
H -2.10634 1.92969 -4.10754
H -2.74784 4.28351 -4.41099
H -1.77138 5.56889 -3.69213
H -3.01202 4.76652 -2.73530
H -0.15265 4.93786 -1.80144
H 2.32248 5.19633 -1.84541
H 3.65550 5.72709 0.48635
H 3.00054 3.58855 2.09204
H 2.93274 -3.60990 -2.38835
H 0.86604 -4.05122 -1.21700
H 1.01018 -4.64696 1.44829
H 2.18672 -2.39715 2.53234
C -5.22681 -3.05706 -3.86145
C -5.09196 -1.68350 -3.21348
N -4.55090 -1.74231 -1.85558
C -5.45682 -1.52359 -0.73163
C -6.31889 -2.73502 -0.39708
C -3.21698 -1.95671 -1.72854
O -2.47317 -2.06044 -2.69268
C -2.65650 -2.06243 -0.33705
C -2.73093 -3.23559 0.40052
C -2.11239 -3.29066 1.63766
C -1.41951 -2.17399 2.08212
N -1.32563 -1.05197 1.37239
C -1.93942 -1.00217 0.19282
H -5.70792 -2.96949 -4.83727
H -5.82539 -3.72717 -3.24201
H -4.24010 -3.49638 -4.00157
H -6.06038 -1.18714 -3.15562
H -4.42171 -1.06917 -3.81395
H -6.09875 -0.67808 -0.98509
H -4.86990 -1.23292 0.13656
H -6.98762 -2.98389 -1.22285
H -6.92934 -2.52709 0.48331
H -5.69535 -3.60474 -0.18506
H -3.24952 -4.09902 -0.00096
H -2.15092 -4.18626 2.24365
H -0.90491 -2.17916 3.03783
H -1.84497 -0.06681 -0.35749
*
```

As for the strongest force on any atom: 0.60 eV Å⁻¹.

=====

no.,total energy (eV)
1,-111296.7667
2,-76344.1697
3,-111846.2572
4,-74487.1270
5,-141180.7713